Molecular formula: C31H38N3OP2PtS
Method: DFT, ωB97M-V with the def2-TZVPD basis set

Output
Kohn-Sham gap (eV): 8.47
Calculated total energy (a.u.): -2643.66931
Highest occupied orbital energy (eV): -11.9
Charge: +1
LUMO (hartree): -0.1279
Relative energy (zero: lowest compared OMol25 entry of this formula, charge and spin) (kcal per mole): 13.4

Element x y z (Å)
Pt -1.241 -0.493 -0.347
C 2.254 0.418 -0.585
P 1.026 -0.780 -0.001
C 1.256 -0.851 1.796
N 2.446 -0.687 2.319
C 2.555 -0.856 3.658
C 3.810 -0.675 4.288
C 3.923 -0.889 5.629
C 2.802 -1.291 6.400
C 1.582 -1.468 5.821
C 1.432 -1.246 4.430
N 0.212 -1.388 3.861
C 0.114 -1.155 2.576
P -1.541 -1.232 1.759
C -2.093 -2.922 2.086
C -2.682 -0.114 2.724
C -2.542 -0.307 4.240
C -4.141 -0.424 2.366
C -2.331 1.335 2.369
C 1.616 -2.413 -0.663
C 3.044 -2.728 -0.212
C 1.555 -2.305 -2.192
C 0.676 -3.523 -0.194
H 3.260 0.040 -0.415
H 2.137 1.349 -0.031
H 2.113 0.606 -1.647
H 4.652 -0.378 3.678
H 4.879 -0.757 6.118
H 2.925 -1.456 7.462
H 0.713 -1.770 6.389
H -2.032 -3.119 3.156
H -1.468 -3.631 1.551
H -3.122 -3.029 1.745
H -2.794 -1.322 4.551
H -3.260 0.368 4.712
H -1.553 -0.067 4.617
H -4.443 -1.397 2.757
H -4.356 -0.387 1.304
H -4.761 0.327 2.859
H -1.318 1.593 2.690
H -3.024 2.000 2.888
H -2.424 1.524 1.299
H 3.776 -2.064 -0.670
H 3.288 -3.746 -0.524
H 3.159 -2.675 0.870
H 2.251 -1.560 -2.580
H 0.547 -2.058 -2.537
H 1.827 -3.269 -2.627
H 0.789 -3.714 0.877
H 0.926 -4.447 -0.720
H -0.367 -3.287 -0.411
N -4.294 -0.719 -1.121
C -3.199 -0.591 -0.782
O -1.104 0.753 -2.069
S -0.174 1.944 -2.290
C -1.243 3.224 -2.877
C -2.292 2.916 -3.735
C -3.106 3.945 -4.173
C -2.861 5.253 -3.763
C -1.813 5.542 -2.903
C -0.996 4.517 -2.443
C 0.698 1.525 -3.789
C 0.485 0.290 -4.376
C 1.209 -0.037 -5.517
C 2.126 0.861 -6.042
C 2.328 2.096 -5.436
C 1.615 2.436 -4.299
H -2.472 1.891 -4.032
H -3.933 3.730 -4.835
H -3.502 6.051 -4.114
H -1.638 6.559 -2.580
H -0.185 4.722 -1.755
H -0.244 -0.390 -3.957
H 1.050 -0.994 -5.996
H 2.686 0.602 -6.930
H 3.041 2.795 -5.851
H 1.763 3.398 -3.823



Molecular formula: C31H39BiN9O5S2
Method: DFT, ωB97M-V with the def2-TZVPD basis set

Output
Kohn-Sham gap (spin up / spin down) (eV): 5.44 / 6.06
Calculated total energy (a.u.): -3084.67491
Highest occupied orbital energy (spin up / spin down) (eV): -3.0 / -3.7
Charge: -1
LUMO (spin up / spin down) (hartree): 0.0879 / 0.0879
Relative energy (zero: lowest compared OMol25 entry of this formula, charge and spin) (kcal per mole): 0.0

Element x y z (Å)
Bi -0.852 1.192 0.231
N 0.563 5.640 0.045
C -0.058 4.400 0.152
S 0.564 3.166 -0.923
N -1.048 4.337 0.973
N -1.724 3.147 1.063
C -2.822 3.154 1.838
C -3.382 4.420 2.360
C -3.544 4.605 3.731
C -4.092 5.777 4.233
C -4.483 6.787 3.368
C -4.317 6.616 1.998
C -3.769 5.447 1.500
C -3.450 1.917 2.120
C -4.697 1.782 2.793
C -5.237 0.542 2.974
C -4.571 -0.603 2.482
C -3.381 -0.410 1.825
N -2.822 0.792 1.659
H 1.532 5.594 -0.223
H 0.373 6.240 0.834
H -3.230 3.819 4.408
H -4.206 5.901 5.303
H -4.907 7.705 3.755
H -4.614 7.401 1.313
H -3.626 5.324 0.435
H -5.214 2.664 3.141
H -6.188 0.441 3.484
H -4.981 -1.595 2.597
H -2.831 -1.239 1.391
C -0.803 -5.255 -1.289
C -0.177 -6.095 -0.182
C 1.346 -6.004 -0.196
C -0.753 -5.732 1.194
N -0.114 -4.587 1.822
C -0.181 -3.272 1.573
N 0.598 -2.648 2.425
N 1.155 -3.610 3.189
N 0.744 -4.771 2.838
H -0.377 -5.517 -2.259
H -0.651 -4.187 -1.129
H -1.881 -5.418 -1.343
H -0.456 -7.141 -0.346
H 1.676 -4.967 -0.105
H 1.740 -6.398 -1.133
H 1.792 -6.563 0.628
H -0.611 -6.549 1.900
H -1.821 -5.525 1.119
H -0.761 -2.811 0.781
C 2.568 0.799 0.947
O 1.748 0.663 2.102
C 0.538 1.261 2.066
C -0.105 1.194 3.415
H 3.529 0.354 1.199
H 2.694 1.855 0.697
H 2.129 0.270 0.099
H 0.524 1.717 4.143
H -0.198 0.153 3.748
H -1.087 1.660 3.417
C 5.892 1.759 -1.900
C 4.990 0.991 -2.825
C 3.651 1.338 -2.954
C 2.802 0.603 -3.769
C 3.306 -0.485 -4.461
C 4.644 -0.844 -4.358
C 5.477 -0.101 -3.544
S 2.217 -1.464 -5.438
O 1.032 -0.684 -5.684
O 2.912 -2.022 -6.567
N 1.932 -2.738 -4.430
C 1.395 -2.503 -3.082
C -0.046 -2.008 -2.967
C -0.283 -1.437 -1.560
O -1.272 -1.822 -0.900
O 0.561 -0.579 -1.181
H 5.451 2.716 -1.627
H 6.865 1.943 -2.359
H 6.063 1.198 -0.979
H 3.254 2.181 -2.403
H 1.758 0.864 -3.851
H 5.012 -1.696 -4.914
H 6.523 -0.372 -3.457
H 1.471 -3.468 -4.962
H 2.044 -1.776 -2.596
H 1.526 -3.445 -2.544
H -0.770 -2.795 -3.186
H -0.197 -1.195 -3.678



Molecular formula: C31H39Br4N4OSSeSiW
Method: DFT, ωB97M-V with the def2-TZVPD basis set

Output
Kohn-Sham gap (spin up / spin down) (eV): 6.29 / 6.79
Calculated total energy (a.u.): -14951.09574
Highest occupied orbital energy (spin up / spin down) (eV): -10.5 / -10.7
Charge: +1
LUMO (spin up / spin down) (hartree): -0.1534 / -0.1422
Relative energy (zero: lowest compared OMol25 entry of this formula, charge and spin) (kcal per mole): 27.0
Multiplicity: 3

Element x y z (Å)
W -0.326 -0.304 -0.154
Br 2.212 -2.505 1.222
C 2.001 -4.080 0.280
Br 0.444 -1.834 -1.952
H 1.221 -4.749 0.601
H 2.660 -4.260 -0.550
Br 1.023 0.951 4.516
C 2.017 1.319 2.964
C 3.243 2.010 3.047
C 3.988 2.242 1.926
Br 5.626 3.165 2.093
C 3.556 1.796 0.650
C 4.244 1.950 -0.572
C 3.692 1.433 -1.712
C 2.455 0.785 -1.662
N 1.764 0.644 -0.548
C 2.323 1.125 0.599
C 1.558 0.882 1.753
O 0.420 0.212 1.568
H 3.593 2.348 4.012
H 5.197 2.461 -0.596
H 4.202 1.522 -2.661
H 2.009 0.373 -2.557
C -2.718 5.281 0.231
N -2.713 3.850 0.456
C -2.457 3.246 1.627
S -2.323 1.552 1.719
N -2.304 4.042 2.692
C -2.053 3.580 4.047
H -2.868 5.459 -0.831
H -1.767 5.735 0.522
H -3.532 5.772 0.769
H -2.804 3.235 -0.331
H -2.516 5.020 2.581
H -1.531 2.629 4.010
H -2.984 3.447 4.600
H -1.433 4.313 4.559
C -7.423 -3.929 0.051
C -6.002 -3.487 0.275
C -5.655 -2.714 1.377
C -4.352 -2.278 1.593
C -4.018 -1.504 2.836
C -3.398 -2.629 0.633
Se -1.563 -2.100 0.943
C -3.683 -3.451 -0.455
C -2.651 -3.881 -1.462
C -5.004 -3.858 -0.614
H -8.039 -3.741 0.928
H -7.468 -4.993 -0.181
H -7.862 -3.392 -0.792
H -6.415 -2.451 2.104
H -4.900 -1.392 3.463
H -3.639 -0.513 2.600
H -3.250 -2.021 3.416
H -1.641 -3.831 -1.062
H -2.685 -3.245 -2.352
H -2.843 -4.904 -1.785
H -5.252 -4.495 -1.457
C -2.238 -0.021 -4.002
Si -2.610 0.786 -2.363
C -3.874 -0.160 -1.416
C -3.292 2.511 -2.632
N -1.050 0.927 -1.414
C -0.295 2.098 -1.789
C 0.086 3.012 -0.811
C 0.839 4.125 -1.152
C 1.199 4.349 -2.475
C 0.808 3.444 -3.452
C 0.067 2.320 -3.114
H -3.115 -0.590 -4.322
H -1.403 -0.720 -3.940
H -2.032 0.714 -4.782
H -4.844 0.084 -1.863
H -3.902 0.133 -0.366
H -3.755 -1.238 -1.482
H -3.888 2.479 -3.550
H -2.542 3.293 -2.757
H -3.994 2.786 -1.841
H -0.198 2.824 0.219
H 1.147 4.819 -0.379
H 1.780 5.222 -2.742
H 1.088 3.606 -4.485
H -0.205 1.598 -3.873



Molecular formula: C31H39N5O6
Method: DFT, ωB97M-V with the def2-TZVPD basis set

Output
Kohn-Sham gap (eV): 9.67
Calculated total energy (a.u.): -1930.06817
Highest occupied orbital energy (eV): -8.9
Charge: 0
LUMO (hartree): 0.0266
Structure (SMILES): CC(C)(C)OC(=O)NCCCCCNC(=O)c1[nH]cnc1C(=O)N[C@@H](Cc1ccccc1)C(=O)OCc1ccccc1
Relative energy (zero: lowest compared OMol25 entry of this formula, charge and spin) (kcal per mole): 2.6

Element x y z (Å)
C 5.026 2.075 1.881
H 4.164 2.667 1.587
H 5.413 2.458 2.822
H 4.705 1.045 2.015
C 6.116 2.139 0.811
C 7.447 1.646 1.379
H 8.195 1.602 0.591
H 7.793 2.318 2.158
H 7.323 0.650 1.795
C 6.258 3.553 0.247
H 6.487 4.247 1.051
H 7.057 3.587 -0.491
H 5.329 3.858 -0.228
O 5.843 1.212 -0.267
C 4.684 1.240 -0.913
O 3.771 2.026 -0.719
N 4.632 0.331 -1.914
H 3.727 0.232 -2.347
C 5.586 -0.740 -2.110
H 6.573 -0.343 -1.865
H 5.566 -1.015 -3.168
C 5.291 -1.958 -1.229
C 4.042 -2.712 -1.683
C 3.647 -3.854 -0.744
H 4.488 -4.537 -0.618
C 3.202 -3.371 0.644
N 2.124 -2.417 0.558
C 2.342 -1.099 0.645
O 3.431 -0.594 0.896
C 1.164 -0.240 0.404
C -0.213 -0.432 0.371
N -0.828 0.774 0.174
C 0.132 1.654 0.075
N 1.347 1.098 0.218
H 2.264 1.533 0.083
H -0.022 2.701 -0.099
C -1.032 -1.647 0.461
O -0.587 -2.792 0.427
N -2.339 -1.364 0.579
C -3.385 -2.345 0.563
C -4.308 -2.164 -0.643
O -5.184 -2.931 -0.941
O -4.035 -1.027 -1.271
C -4.927 -0.568 -2.286
C -5.460 0.786 -1.898
C -4.607 1.725 -1.331
C -5.086 2.970 -0.970
C -6.417 3.291 -1.178
C -7.270 2.358 -1.741
C -6.796 1.107 -2.095
H -7.464 0.377 -2.527
H -8.310 2.603 -1.901
H -6.790 4.266 -0.900
H -4.418 3.692 -0.526
H -3.569 1.472 -1.170
H -5.735 -1.296 -2.413
H -4.351 -0.502 -3.217
H -2.916 -3.334 0.518
C -4.269 -2.237 1.828
C -4.992 -0.919 1.844
C -4.370 0.224 2.333
C -5.017 1.446 2.299
C -6.296 1.542 1.778
C -6.924 0.409 1.291
C -6.276 -0.813 1.323
H -6.769 -1.695 0.940
H -7.922 0.477 0.885
H -6.803 2.494 1.754
H -4.522 2.326 2.682
H -3.377 0.155 2.752
H -4.983 -3.061 1.814
H -3.626 -2.336 2.705
H -2.594 -0.386 0.517
H 1.171 -2.753 0.402
H 2.869 -4.227 1.236
H 4.033 -2.885 1.160
H 2.823 -4.409 -1.198
H 3.203 -2.016 -1.753
H 4.214 -3.123 -2.681
H 5.154 -1.594 -0.211
H 6.152 -2.629 -1.247



Molecular formula: C31H40CdN6SSeTe
Method: DFT, ωB97M-V with the def2-TZVPD basis set

Output
Kohn-Sham gap (eV): 7.60
Calculated total energy (a.u.): -4768.79500
Highest occupied orbital energy (eV): -13.4
Charge: +2
LUMO (hartree): -0.2128
Relative energy (zero: lowest compared OMol25 entry of this formula, charge and spin) (kcal per mole): 2.8

Element x y z (Å)
Cd -0.037 0.066 -0.407
C 1.438 0.291 4.063
C 1.284 0.084 2.589
N 0.255 -0.401 2.018
N -0.835 -0.804 2.693
C -1.881 -1.368 2.033
N -2.916 -1.741 2.779
S -1.915 -1.621 0.370
C 2.405 0.403 1.662
C 3.681 0.686 2.128
C 4.701 0.933 1.218
C 4.424 0.883 -0.137
C 3.127 0.590 -0.525
N 2.145 0.363 0.344
H 0.482 0.468 4.554
H 2.067 1.154 4.269
H 1.904 -0.585 4.523
H -0.876 -0.727 3.701
H -2.941 -1.676 3.784
H -3.687 -2.192 2.315
H 3.899 0.701 3.185
H 5.699 1.157 1.568
H 5.191 1.062 -0.875
H 2.863 0.529 -1.575
C -2.150 5.702 -2.240
C -0.648 5.909 -2.030
C 0.243 5.048 -2.931
C 0.264 3.560 -2.584
N -0.995 2.864 -2.821
C -1.765 2.262 -1.889
Se -1.426 2.255 -0.040
N -2.803 1.662 -2.501
C -3.896 0.932 -1.864
C -5.241 1.644 -2.016
C -5.292 3.037 -1.389
C -5.255 3.020 0.137
C -2.677 1.839 -3.875
C -3.439 1.375 -4.940
C -3.030 1.738 -6.210
C -1.896 2.533 -6.412
C -1.123 2.976 -5.354
C -1.533 2.612 -4.077
H -2.713 6.540 -1.832
H -2.510 4.802 -1.737
H -2.393 5.626 -3.303
H -0.396 5.727 -0.982
H -0.405 6.951 -2.245
H 1.275 5.392 -2.845
H -0.060 5.194 -3.970
H 0.504 3.446 -1.529
H 1.032 3.050 -3.176
H -3.640 0.811 -0.814
H -3.940 -0.058 -2.325
H -5.998 1.012 -1.545
H -5.496 1.716 -3.075
H -6.219 3.512 -1.712
H -4.473 3.652 -1.777
H -6.059 2.398 0.533
H -5.387 4.027 0.532
H -4.306 2.639 0.518
H -4.314 0.758 -4.787
H -3.601 1.406 -7.066
H -1.615 2.807 -7.420
H -0.242 3.580 -5.519
C 0.436 -0.625 -4.906
Te -0.517 -1.170 -3.045
C 1.143 -2.553 -2.932
C 1.507 -2.818 -4.369
C 2.189 -3.969 -4.740
C 2.479 -4.204 -6.075
C 2.087 -3.290 -7.041
C 1.421 -2.130 -6.675
C 1.136 -1.886 -5.338
H 1.131 0.199 -4.748
H -0.327 -0.311 -5.615
H 0.841 -3.460 -2.412
H 1.961 -2.084 -2.385
H 2.485 -4.686 -3.984
H 2.994 -5.111 -6.361
H 2.291 -3.483 -8.086
H 1.114 -1.416 -7.430



Molecular formula: C31H40Cl2FeNP3S3Si
Method: DFT, ωB97M-V with the def2-TZVPD basis set

Output
Kohn-Sham gap (spin up / spin down) (eV): 8.27 / 6.36
Calculated total energy (a.u.): -5952.17770
Highest occupied orbital energy (spin up / spin down) (eV): -10.5 / -10.4
Charge: +1
LUMO (spin up / spin down) (hartree): -0.0807 / -0.1486
Relative energy (zero: lowest compared OMol25 entry of this formula, charge and spin) (kcal per mole): 35.3
Multiplicity: 6

Element x y z (Å)
Fe -0.070 -0.225 0.650
C 6.436 -1.280 0.869
Si 5.513 0.353 0.845
C 6.426 1.654 1.837
C 5.286 0.949 -0.910
C 3.882 0.029 1.790
C 3.993 -0.202 3.155
C 2.880 -0.453 3.956
C 1.644 -0.455 3.363
N 1.492 -0.244 2.046
C 2.578 -0.018 1.273
S 2.144 0.170 -0.405
H 7.421 -1.178 0.411
H 5.892 -2.046 0.310
H 6.583 -1.651 1.885
H 7.395 1.865 1.379
H 6.616 1.354 2.868
H 5.862 2.588 1.859
H 6.277 1.181 -1.309
H 4.683 1.855 -0.968
H 4.833 0.199 -1.557
H 4.971 -0.186 3.623
H 2.971 -0.631 5.018
H 0.746 -0.635 3.931
C -2.951 -1.330 -1.319
P -2.376 -1.445 0.409
C -3.939 -1.251 1.335
C -2.009 -3.233 0.586
C -3.015 -4.141 0.916
C -2.744 -5.496 1.017
C -1.462 -5.969 0.780
C -0.457 -5.080 0.441
C -0.722 -3.714 0.345
P 0.572 -2.531 -0.113
C 2.099 -3.181 0.625
C 0.813 -2.755 -1.899
H -3.676 -2.124 -1.503
H -2.127 -1.420 -2.028
H -3.422 -0.359 -1.458
H -4.750 -1.634 0.713
H -4.108 -0.191 1.506
H -3.912 -1.786 2.278
H -4.024 -3.798 1.100
H -3.537 -6.184 1.278
H -1.247 -7.026 0.858
H 0.540 -5.458 0.254
H 2.324 -4.165 0.212
H 1.999 -3.257 1.707
H 2.920 -2.509 0.386
H 0.909 -3.818 -2.124
H 1.717 -2.228 -2.197
H -0.030 -2.350 -2.460
Cl -1.601 -1.561 3.709
C -1.934 0.099 4.253
Cl -1.499 1.293 3.025
H -1.347 0.280 5.146
H -2.998 0.179 4.446
S -3.843 2.028 0.381
P -2.374 2.467 -0.826
S -0.454 1.860 -0.316
C -2.659 1.844 -2.516
C -3.966 1.849 -2.996
C -4.241 1.400 -4.279
C -3.213 0.942 -5.091
C -1.907 0.940 -4.618
C -1.630 1.390 -3.337
C -2.131 4.254 -1.032
C -2.783 5.140 -0.183
C -2.590 6.506 -0.329
C -1.749 6.987 -1.320
C -1.096 6.102 -2.171
C -1.287 4.740 -2.027
H -4.767 2.192 -2.353
H -5.259 1.406 -4.645
H -3.428 0.591 -6.092
H -1.102 0.592 -5.253
H -0.610 1.383 -2.971
H -3.446 4.752 0.579
H -3.102 7.195 0.330
H -1.602 8.053 -1.435
H -0.443 6.477 -2.948
H -0.778 4.056 -2.696